(1)
Computed, not measured: a molecular structure, C32H22N13O2S2W, with wB97M-V/def2-TZVPD.

Geometry as XYZ:
```
72
C32H22N13O2S2W | OMol25 | wB97M-V/def2-TZVPD
W 0.216 -0.282 0.274
C 3.193 -2.369 2.526
C 2.726 -1.195 1.723
O 1.750 -1.467 0.914
C 3.305 0.042 1.834
C 3.050 1.034 0.852
C 4.124 2.042 0.555
N 1.984 0.985 0.098
N 2.181 1.541 -1.194
C 1.772 0.632 -2.014
O 1.191 -0.458 -1.594
C 1.888 0.825 -3.477
C 2.577 1.919 -3.993
C 2.650 2.107 -5.363
C 2.038 1.203 -6.224
C 1.352 0.113 -5.710
C 1.274 -0.078 -4.338
H 2.392 -2.663 3.208
H 4.090 -2.142 3.098
H 3.380 -3.215 1.864
H 4.126 0.184 2.520
H 4.842 2.064 1.373
H 3.686 3.028 0.405
H 4.640 1.782 -0.369
H 3.040 2.617 -3.308
H 3.183 2.961 -5.762
H 2.094 1.355 -7.294
H 0.868 -0.588 -6.377
H 0.734 -0.917 -3.922
N -0.138 3.172 0.202
C -0.665 2.609 -0.896
N -1.134 3.430 -1.832
C -1.683 2.829 -2.896
N -2.067 3.654 -3.911
N -1.888 1.534 -3.058
C -1.388 0.758 -2.077
N -0.676 1.264 -1.007
C -1.584 -0.632 -2.095
C -2.299 -1.288 -3.126
C -2.359 -2.646 -3.152
C -1.690 -3.387 -2.145
C -1.037 -2.711 -1.154
N -0.994 -1.363 -1.085
H -0.285 4.163 0.279
H -0.050 2.622 1.050
H -2.156 4.628 -3.685
H -2.696 3.264 -4.591
H -2.771 -0.671 -3.877
H -2.902 -3.155 -3.938
H -1.686 -4.466 -2.138
H -0.511 -3.245 -0.377
S 0.411 0.826 2.495
C -1.056 0.492 3.395
C -1.055 0.528 4.781
C -2.236 0.346 5.491
C -2.210 0.410 6.925
N -2.170 0.503 8.070
C -3.427 0.102 4.799
C -3.425 0.044 3.411
C -2.250 0.254 2.696
S -2.212 0.322 0.964
C -4.665 -0.091 5.501
N -5.676 -0.224 6.031
H -0.132 0.701 5.318
H -4.349 -0.158 2.886
N -0.591 -1.842 1.492
C -0.796 -2.666 2.277
C -1.042 -3.653 3.215
C -1.683 -3.296 4.424
N -2.194 -2.993 5.413
C -0.637 -4.977 2.929
N -0.292 -6.052 2.687
```

Values from the calculation:
Multiplicity: 3
HOMO level (spin up / spin down) in eV: -3.76 / -5.60
Charge: -1

Atom charges from the Löwdin analysis, given in e for atoms 1 to 5:
1 W 1.52
2 C 0.00
3 C -0.46
4 O -0.24
5 C -0.07



(2)
Computed, not measured: 2 unconnected molecules or ions with the total composition C3H6Cl3O3P2 at a distorted geometry, with wB97M-V/def2-TZVPD.

Geometry as XYZ:
```
17
C3H6Cl3O3P2 | OMol25 | wB97M-V/def2-TZVPD
C 1.760 1.487 0.251
C 1.697 0.518 1.374
C 0.912 -0.525 1.323
O -1.507 -1.547 0.524
O 0.492 -1.604 -1.155
O -1.577 0.375 -1.251
P -0.329 -0.932 -0.164
P -2.438 0.186 -2.581
Cl -2.028 -0.516 3.037
Cl -1.395 1.254 -4.030
Cl -2.024 -1.678 -3.086
H 1.344 0.843 -0.576
H 0.849 2.168 0.472
H 2.847 1.861 0.019
H 2.594 0.380 2.084
H -1.772 -1.048 1.790
H 0.575 -1.223 1.969
```

Values from the calculation:
HOMO level in eV: -5.50
Charge: -1

Atom charges from the natural (NBO) analysis, given in e for atoms 1 to 5:
1 C -0.68
2 C -0.18
3 C -0.45
4 O -1.10
5 O -1.08